[1]
This record from the OMol25 dataset describes an isolated molecule of C5H7NO. The level of theory is wB97M-V/def2-TZVPD.

Each line ends with the Löwdin charge.
Positions of all 14 atoms, in Å:
1 H 2.425 -0.398 -0.486  0.08
2 H -2.593 -0.817 0.052  0.07
3 H -0.790 -2.165 -0.295  0.12
4 H -2.326 0.636 1.019  0.08
5 H -0.206 2.070 0.024  0.10
6 C 0.248 1.077 0.051  -0.10
7 H -2.523 0.764 -0.731  0.08
8 H 3.359 0.249 0.835  0.10
9 N 2.529 0.293 0.261  0.09
10 C -2.082 0.153 0.067  -0.07
11 C -0.583 -0.007 -0.093  -0.26
12 O 1.048 -1.590 -0.886  -0.01
13 C 1.557 1.065 0.633  -0.07
14 C -0.059 -1.335 -0.414  -0.22

## Properties
2S+1	1
calculated total energy	-324.61716	Ha
strongest force on any atom	0.56	eV/A
Kohn-Sham gap (alpha / beta)	0.28215 / 0.28223	Eh
LUMO energy (alpha / beta)	-0.30 / -0.30	eV
HOMO (alpha / beta)	-8.0 / -8.0	eV
relative energy (zero: lowest compared OMol25 entry of this formula, charge and spin)	281.7	kJ/mol

=====

[2]
This record from the OMol25 dataset describes an isolated molecule of C5H7NO2. The level of theory is wB97M-V/def2-TZVPD.

Each line ends with the Löwdin charge.
Positions of all 15 atoms, in Å:
1 N -0.010 -0.687 1.886  0.10
2 C -1.032 1.542 -1.871  0.08
3 C 0.371 -0.847 0.566  -0.39
4 H 0.231 0.205 2.300  0.09
5 O 0.908 2.378 0.714  0.04
6 H 0.222 -1.472 2.481  0.10
7 H -1.225 0.895 -2.720  0.06
8 H 1.191 -1.970 -1.017  0.06
9 C 0.509 1.392 0.156  -0.22
10 H -1.069 2.613 -2.031  0.07
11 H 1.823 -2.351 0.688  0.06
12 O -0.796 -0.407 -0.485  0.00
13 H -1.648 -0.594 -0.045  0.16
14 C -0.635 1.090 -0.668  -0.27
15 C 1.160 -1.788 0.047  0.04

## Properties
2S+1	1
calculated total energy	-399.73332	Ha
strongest force on any atom	1.32	eV/A
Kohn-Sham gap (alpha / beta)	0.24624 / 0.24612	Eh
LUMO energy (alpha / beta)	0.20 / 0.19	eV
HOMO (alpha / beta)	-6.5 / -6.5	eV
relative energy (zero: lowest compared OMol25 entry of this formula, charge and spin)	609.7	kJ/mol